(1)
27
Properties=species:S:1:pos:R:3:forces:R:3 method="wB97M-V/def2-TZVPD" e_tot_ha=-465.7908 multiplicity=2 charge=-1 homo_ev="0.7 / -3.4" relative_energy_kj_mol=88.7
C -1.209920 -1.219101 1.617475 1.85 -0.41 0.66
C -1.302504 -2.598725 2.311775 -2.10 1.13 0.21
C 0.149224 -0.936390 0.959941 -0.46 -0.63 -0.37
C 1.055038 -1.945450 0.634122 -0.19 0.48 -0.70
C 0.380679 0.395547 0.585730 0.30 -0.37 -0.59
C 2.175594 -1.577890 -0.176600 0.84 -0.52 -0.09
C 1.481209 0.729636 -0.307700 -0.05 -0.33 0.63
C 2.401806 -0.271856 -0.540788 0.55 0.08 0.11
O 3.664276 0.027649 -1.082412 -0.52 -1.06 -0.31
H -2.024909 -1.141592 0.903408 0.01 0.50 -0.05
H -1.164626 -0.429687 2.383365 -1.13 -0.07 -0.13
H -2.351290 -2.955879 2.201630 0.60 -0.19 -0.31
H 1.030097 -3.004783 0.876122 -0.60 0.28 0.21
H -0.368414 1.136769 0.781985 -0.29 0.01 0.29
H 2.815750 -2.348508 -0.594435 0.26 0.08 0.29
H 1.652620 1.700724 -0.729968 -0.02 0.57 0.10
H 3.683882 0.961869 -1.222606 -0.06 0.90 -0.14
H -1.289556 -2.431379 3.387078 0.83 -0.38 0.23
H -0.612298 -3.319995 1.921795 0.29 -0.35 0.15
C -1.087850 2.918519 -1.180792 0.65 1.12 -0.49
C -1.393265 1.883375 -2.226756 -1.75 -0.99 -1.58
H -0.934033 2.465902 -0.212998 -0.19 0.18 0.12
H -0.220999 3.551883 -1.388877 0.56 -0.60 -0.19
H -1.814406 3.735186 -1.162008 -0.72 -0.54 0.29
H -0.665692 1.164708 -2.602900 0.68 0.16 0.97
H -1.781994 2.239782 -3.196413 0.20 0.86 0.29
H -2.268422 1.269686 -1.939170 0.47 0.07 0.40

***

(2)
94
Properties=species:S:1:pos:R:3:forces:R:3 method="wB97M-V/def2-TZVPD" e_tot_ha=-3427.0518 charge=+1 homo_ev=-11.1
C 9.751933 2.949061 2.028015 -1.98 -1.25 0.90
C 8.746150 2.083315 2.605600 0.93 1.34 -1.24
C 7.286602 2.014243 1.987881 -0.74 1.03 -2.24
O 6.764948 2.904181 1.263937 2.45 -3.13 3.11
O 6.487730 0.822280 2.256307 1.85 1.37 -1.01
C 6.789204 -0.077579 1.143918 0.21 -1.40 -0.67
C 5.435945 -0.535186 0.372757 0.59 1.09 1.23
C 4.654517 0.813304 -0.018591 0.02 -0.31 -1.43
C 3.309964 0.505859 -0.843360 0.53 -0.67 0.30
C 2.222875 -0.386780 -0.004607 0.30 1.08 -0.33
C 0.957470 0.555177 0.468349 1.67 -0.42 -0.41
C -0.397027 -0.296935 0.624888 1.64 -0.56 -3.16
N -0.689394 -0.882633 1.982514 -2.05 0.22 0.94
P 0.758766 -1.179615 3.032435 3.48 -1.81 1.45
N 0.163852 -2.314787 4.273873 0.27 2.31 -1.13
O 1.286277 0.192997 3.868969 -0.85 -1.18 -1.15
C -1.919190 -0.400894 2.697885 -2.41 -0.75 1.30
C -1.852832 0.872024 3.621646 0.74 1.22 1.37
C -1.061838 2.189034 3.217881 0.08 1.52 0.34
C -3.167186 -0.580960 1.659991 -0.27 -0.88 -0.30
Cl -3.717412 -2.383261 1.928562 0.31 0.29 0.03
C -4.502435 0.212861 2.115549 -2.75 4.50 -1.71
O -4.895519 1.297440 1.585898 2.69 -4.98 1.79
N -5.487817 -0.298725 3.135839 2.43 -1.40 0.52
C -4.897079 -0.503762 4.452932 -0.86 3.94 4.38
O -4.994096 0.435686 5.290617 0.97 -4.63 -3.86
F -4.243968 -1.685260 4.922959 -1.49 2.00 -1.90
N -2.842711 -0.590671 0.234558 0.18 0.61 0.69
C -3.928911 -0.810992 -0.715817 -2.53 -1.11 -2.20
C -4.005009 -2.313277 -1.379932 -0.43 -0.80 1.23
N -4.452644 -2.288350 -2.811054 0.58 -1.46 0.38
C -1.678432 0.220254 -0.208845 0.64 1.79 0.65
C -1.263170 0.131494 -1.754892 -0.95 0.09 -1.02
C -1.111968 -1.286148 -2.449156 1.45 -0.59 -0.89
C 0.191971 -1.236347 -3.432845 -0.13 -0.60 0.86
I -0.379384 -0.140593 -5.230253 0.40 -0.11 0.63
C -2.154007 1.743626 -0.016604 -0.39 0.82 -0.68
C -1.237654 2.932381 -0.530128 -0.12 1.69 -0.12
O -0.283537 3.460845 0.438900 -0.03 -1.30 -0.82
C -2.223572 4.208298 -0.848809 1.44 1.56 0.34
F -1.499398 5.407692 -0.495243 -2.18 -2.66 -1.13
F -3.400234 4.224590 -0.063386 2.42 -0.02 -2.43
F -2.438087 4.290730 -2.249876 -0.39 -0.19 3.31
H 10.316001 3.699033 2.698902 0.00 -2.22 -1.02
H 9.967178 2.922678 0.903183 -1.14 1.01 1.64
H 9.045671 1.444360 3.514406 -1.21 1.78 -0.85
H 7.330996 -0.986971 1.589164 -0.81 1.20 -0.72
H 7.524896 0.427508 0.412525 -1.27 -0.78 0.98
H 4.836751 -1.189097 1.101482 0.79 0.93 -1.05
H 5.722490 -1.184379 -0.526106 -0.45 1.09 1.15
H 5.350842 1.393448 -0.744138 -1.12 -0.82 1.29
H 4.448483 1.520245 0.856167 0.40 -1.28 -1.04
H 2.887080 1.506750 -1.199775 0.33 -1.41 0.44
H 3.608818 -0.112335 -1.778492 -0.52 1.13 1.45
H 1.909045 -1.218111 -0.722987 0.10 0.95 1.26
H 2.730997 -0.825024 0.928897 -0.83 0.44 -1.60
H 0.933886 1.352982 -0.354789 -0.66 -1.25 1.43
H 1.347452 1.070293 1.404701 -1.02 -0.44 -1.11
H -0.086481 -1.243119 0.008225 -0.81 1.52 1.22
H -0.963956 -1.885177 1.789226 0.37 0.90 0.17
H 0.061104 -1.848694 5.186784 -0.05 -0.56 -0.39
H 0.824905 -3.106408 4.316669 -0.46 0.72 0.00
H 2.166731 0.430865 3.477330 -1.01 -0.24 0.42
H -2.104643 -1.257531 3.474754 0.22 1.53 -1.52
H -1.351836 0.537179 4.620762 -0.84 0.24 -1.80
H -2.888621 1.247101 3.990833 1.47 -1.11 -0.95
H -0.715256 2.694318 4.205096 -0.58 -0.96 -1.62
H -0.125430 2.071321 2.588444 -1.34 -0.13 0.76
H -1.700512 3.009762 2.703482 0.94 -1.65 0.76
H -6.029229 -1.097113 2.776279 0.58 0.18 0.23
H -3.956991 -0.105902 -1.639598 0.54 -0.96 1.74
H -5.012445 -0.704077 -0.308048 2.10 0.27 -0.04
H -3.009668 -2.878727 -1.246341 -1.47 1.08 -0.25
H -4.794089 -2.942305 -0.804537 1.47 1.16 -0.54
H -5.378588 -2.761794 -2.885887 0.93 0.74 0.16
H -3.815547 -2.965963 -3.287253 -0.67 0.98 0.07
H -0.288663 0.716030 -1.988606 -1.64 -0.93 0.92
H -2.080705 0.714227 -2.339361 1.42 -0.95 0.96
H -1.988141 -1.551135 -3.134244 1.08 0.40 1.25
H -0.915638 -2.179518 -1.740150 -0.43 1.53 -0.83
H 1.068200 -0.646606 -2.963221 -1.42 -1.05 -0.76
H 0.533828 -2.292092 -3.750328 -0.67 1.84 0.41
H -2.536269 2.020660 1.021526 0.75 -0.61 -1.32
H -3.111138 1.818813 -0.679336 1.60 -0.25 1.15
H -0.658875 2.781847 -1.499059 -1.20 -0.18 1.08
H 0.588726 3.589862 -0.001103 -1.15 0.02 0.39
C -2.262257 -3.281741 -6.791980 0.11 0.07 0.11
O -1.768468 -3.280237 -5.672133 -0.05 -0.09 0.21
N -1.795519 -2.504142 -7.797170 0.46 0.45 -0.28
N -3.319235 -4.061976 -7.123502 -0.57 -0.50 0.19
H -2.186287 -2.491004 -8.721936 0.02 -0.04 0.10
H -1.009216 -1.909090 -7.590022 -0.15 -0.12 -0.05
H -3.695566 -4.655737 -6.402365 0.07 0.09 -0.19
H -3.738505 -4.077889 -8.035632 0.06 0.01 0.08

***

(3)
12
Properties=species:S:1:pos:R:3:forces:R:3 method="wB97M-V/def2-TZVPD" e_tot_ha=-210.1065 multiplicity=2 charge=+2 homo_ev="-21.4 / -21.4" relative_energy_kj_mol=316.7
O -1.158821 -1.460958 -2.096907 -0.53 -0.03 -0.75
H 0.325577 0.821881 -0.740555 0.01 1.14 -0.40
H -1.319950 -1.593212 -3.091429 0.35 -0.18 0.03
H -2.076309 -1.307605 -1.720475 -0.19 -0.13 0.27
C -0.256447 -0.300692 0.944114 1.38 -1.14 -1.22
C 1.475366 1.379400 0.822175 0.35 1.73 1.45
N 0.562748 0.732714 0.228970 -0.69 -0.90 1.54
H 0.175100 -0.510583 1.916001 -0.19 0.24 0.17
H -0.090293 -1.192214 0.331985 -0.22 -0.26 0.35
H -1.320858 -0.090617 0.968187 0.09 0.66 0.14
H 1.845888 2.384602 0.615161 0.30 -0.45 -1.58
H 1.838000 1.137283 1.822774 -0.68 -0.69 0.01

***

(4)
78
Properties=species:S:1:pos:R:3:forces:R:3 method="wB97M-V/def2-TZVPD" e_tot_ha=-3857.2172 charge=-1 homo_ev=-5.3
C 1.196041 -2.622394 3.283643 0.10 0.52 -0.14
C 1.814171 -1.295727 2.836010 -0.12 -0.17 0.84
N 0.954680 -0.537675 1.919011 0.13 0.61 -0.24
C 1.468495 -0.463098 0.520380 0.26 -0.49 -0.89
B 2.741597 0.508477 0.423988 0.79 -0.32 -0.31
O 2.626515 1.838486 0.165263 -0.64 -0.71 0.31
O 3.995425 -0.032512 0.690784 -0.50 -0.13 0.55
C 4.668065 0.648411 1.747894 0.65 0.54 -0.04
C 5.717471 1.654234 1.253195 -0.28 -0.07 0.33
C 1.651809 -1.945367 0.128753 -0.72 1.09 0.30
O 2.642084 -2.592067 -0.013605 0.95 -0.86 0.18
N 0.368251 -2.408799 0.004711 -0.52 -0.53 -0.01
C -0.595454 -1.420991 -0.470268 0.43 0.27 0.01
C -1.796856 -1.086080 0.421610 -0.46 -0.51 -0.46
C -2.785815 -2.190085 0.781958 -0.26 0.43 0.71
C -2.177825 -3.477434 1.336123 -0.47 -0.11 0.03
O -3.608140 -1.594449 1.815648 0.27 -0.04 -0.18
C -4.943255 -2.044892 1.804645 -0.30 0.15 0.47
C -5.883446 -1.025266 1.224697 -0.20 0.21 -0.27
C -6.612148 -1.276587 0.065197 -0.13 0.41 0.11
C -7.499597 -0.319014 -0.427185 -0.04 0.17 0.22
C -7.674105 0.896062 0.229631 0.41 -0.54 0.07
C -6.928406 1.161250 1.377538 -0.11 -0.36 -0.32
C -6.047541 0.202378 1.867997 -0.25 0.32 -0.20
P -1.152090 -2.056683 -2.143405 1.22 -0.41 -0.67
O -1.949851 -0.904777 -2.881841 -0.41 -0.03 0.04
O -2.330754 -3.131470 -1.899293 -0.21 0.38 0.52
S 0.227077 -2.941011 -3.189497 -0.11 -0.07 0.24
C 0.370450 -0.126289 -0.525344 0.02 1.18 0.87
N -0.227163 1.145770 -0.151653 -0.09 -0.33 -0.15
P 1.034288 0.241789 -2.251959 -1.33 -0.88 -1.79
C 1.185713 2.042743 -2.452244 0.57 -0.01 1.07
C 2.665038 -0.524021 -2.561474 0.34 0.69 0.49
H 0.140426 -2.457473 3.478926 -0.22 -0.18 -0.14
H 1.643913 -2.924650 4.225465 0.22 -0.24 0.05
H 1.359311 -3.383699 2.528581 -0.21 -0.27 0.00
H 1.932775 -0.701035 3.741005 0.06 0.21 0.05
H 2.820450 -1.479992 2.463425 0.05 0.14 -0.31
H 0.886160 0.408242 2.275003 0.03 0.04 0.01
H 3.325505 2.199291 -0.403085 0.40 0.52 0.29
H 5.147242 -0.081202 2.395209 -0.04 -0.39 -0.10
H 3.953988 1.179002 2.379371 -0.21 0.01 -0.01
H 5.547268 2.621791 1.714156 -0.05 0.25 -0.12
H 5.643294 1.760492 0.177927 0.11 0.08 -0.17
H 6.724776 1.362145 1.528749 0.19 -0.20 -0.15
H 0.263885 -3.381547 -0.240024 0.14 -0.03 -0.19
H -1.498046 -0.620357 1.350346 0.39 -0.08 0.16
H -2.371417 -0.339402 -0.123347 -0.10 0.17 -0.01
H -3.458357 -2.383934 -0.044360 0.09 -0.21 -0.24
H -2.751030 -3.764123 2.212965 -0.10 -0.06 0.14
H -2.289513 -4.305429 0.639440 0.29 -0.11 -0.17
H -1.150846 -3.364931 1.655510 0.20 0.03 -0.06
H -5.235922 -2.202885 2.844127 0.04 -0.07 0.14
H -5.072994 -3.004073 1.301657 0.17 -0.10 -0.16
H -6.494468 -2.217501 -0.452831 0.03 -0.11 -0.05
H -8.081250 -0.503608 -1.318460 0.04 -0.16 -0.11
H -8.381614 1.608855 -0.161489 -0.05 0.18 0.00
H -7.058155 2.109314 1.874404 0.09 0.09 0.18
H -5.485234 0.432980 2.760305 0.15 -0.12 0.12
H -1.372137 -0.655399 -3.622760 0.01 0.41 0.06
H -1.897016 -3.938636 -1.594627 -0.14 -0.21 -0.21
H -1.058441 1.367101 -0.678592 -0.12 0.07 0.08
H -0.387774 1.226457 0.838683 -0.32 -0.05 0.04
H 1.797998 2.446705 -1.658335 -0.08 0.34 -0.20
H 1.625587 2.305769 -3.406390 -0.01 -0.19 -0.29
H 0.203455 2.480168 -2.345157 -0.22 0.07 -0.24
H 2.845265 -0.467211 -3.630360 -0.12 0.06 -0.20
H 3.475306 0.014209 -2.069608 0.19 -0.10 0.07
H 2.691549 -1.566483 -2.278792 -0.08 -0.15 0.11
N 4.781543 5.011957 -3.345602 -0.39 -0.19 0.46
S 5.024193 4.206449 -2.008115 1.33 -0.28 0.04
O 3.934334 3.371694 -1.596809 -0.15 -0.11 -0.08
O 5.756096 4.881455 -0.987719 -0.18 0.12 0.00
F 6.078672 3.161175 -2.579044 -0.24 0.19 -0.18
S 3.699198 6.155369 -3.249991 -0.88 0.48 -0.21
O 3.310804 6.608871 -4.544011 0.45 -0.17 -0.19
O 3.915277 7.131548 -2.232508 0.20 -0.12 0.12
F 2.401221 5.369618 -2.744144 0.09 0.02 0.00

***

(5)
43
Properties=species:S:1:pos:R:3:forces:R:3 method="wB97M-V/def2-TZVPD" e_tot_ha=-1584.4093 homo_ev=-9.0
C 4.262638 1.083570 -1.086142 0.07 -0.07 -0.04
C 2.919644 0.559256 -0.572982 -0.07 0.31 0.12
Cl 2.578316 -1.026276 -1.372936 -0.14 0.01 0.03
C 1.804846 1.598384 -0.770248 0.23 -0.22 0.03
P 0.016859 1.179821 -0.527020 -0.09 0.57 0.27
H 4.228729 2.170996 -1.184834 0.07 -0.07 0.10
H 4.486769 0.658891 -2.065526 -0.06 0.13 0.02
H 5.078496 0.808642 -0.416372 -0.03 0.03 -0.04
H 2.999540 0.328640 0.490514 -0.12 -0.13 -0.13
H 1.991606 2.354134 0.002321 0.15 0.08 -0.23
H 1.927855 2.082995 -1.742047 -0.16 0.02 0.08
H -0.336877 0.663810 -1.783317 0.21 -0.42 0.00
H 0.181597 -0.013363 0.192868 0.03 -0.27 -0.15
C -0.269275 1.670256 -5.750050 0.00 -0.02 -0.01
C -0.000240 2.375553 -4.504184 0.00 0.09 0.12
N 0.205274 2.933011 -3.521774 -0.02 -0.03 -0.08
H 0.411089 2.017890 -6.525040 -0.01 -0.01 0.00
H -0.129612 0.600783 -5.603181 0.00 0.00 -0.01
H -1.294670 1.856942 -6.063455 0.00 0.00 0.00
C -2.179927 -0.906782 2.573298 0.03 0.16 0.04
C -2.402792 -0.866233 1.138646 -0.13 -0.06 -0.17
N -2.577746 -0.849877 0.004543 0.00 0.02 -0.04
H -1.418101 -0.181668 2.855833 -0.02 -0.03 0.02
H -3.099955 -0.665706 3.102828 0.02 -0.02 0.01
H -1.844965 -1.900147 2.854808 0.04 -0.10 0.06
C -2.546210 3.789176 -1.176294 -0.01 0.02 -0.01
C -3.867310 4.322556 -1.485481 -0.12 0.07 -0.04
N -4.906415 4.745195 -1.732238 0.10 -0.04 0.02
H -2.339258 3.893859 -0.113344 0.00 -0.02 0.00
H -2.495901 2.733904 -1.434710 -0.01 0.00 0.01
H -1.785358 4.323720 -1.742515 0.02 -0.03 0.00
C -1.084087 -2.977049 5.941184 0.05 -0.02 0.01
C -1.046660 -1.534053 5.741224 0.04 0.05 -0.11
N -1.010030 -0.405330 5.535718 -0.02 -0.03 0.07
H -0.399726 -3.254967 6.740868 -0.02 -0.02 -0.01
H -2.091948 -3.286915 6.209619 0.00 -0.02 0.00
H -0.779792 -3.479613 5.022295 -0.01 -0.02 0.02
C 1.330259 -4.557146 0.008110 -0.01 0.06 -0.07
C 0.753475 -4.574098 1.344491 -0.06 -0.07 0.20
N 0.306592 -4.616571 2.401392 -0.01 0.12 -0.05
H 0.602989 -4.165648 -0.702217 0.03 0.00 0.01
H 2.213215 -3.920658 -0.006293 -0.01 0.01 -0.02
H 1.607046 -5.569868 -0.278344 0.01 0.01 -0.02